# 1
{"formula": "C22H42NP3PrSSe", "method": "the ωB97M-V functional and the def2-TZVPD basis", "species": ["H", "N", "C", "C", "Pr", "H", "H", "P", "H", "H", "H", "H", "P", "H", "H", "Se", "H", "H", "C", "H", "H", "H", "H", "H", "C", "C", "C", "H", "C", "H", "H", "H", "C", "H", "H", "C", "C", "H", "H", "H", "H", "H", "H", "H", "H", "H", "H", "C", "P", "C", "C", "H", "C", "H", "C", "C", "C", "H", "H", "C", "C", "H", "C", "H", "H", "H", "H", "S", "C", "H", "C"], "xyz": [[1.405, 3.310, 0.470], [-1.608, -1.346, 4.578], [-0.931, 2.409, 3.229], [0.482, 3.368, 1.070], [-0.117, -0.737, 0.594], [-0.914, 1.738, 4.120], [-2.458, 2.916, 0.374], [0.309, 1.798, 2.021], [-2.683, -0.090, -1.946], [-0.823, -1.625, -3.010], [-0.398, 3.531, 0.427], [4.040, -1.458, -1.174], [2.679, -0.257, 0.314], [-4.406, -0.633, 1.459], [0.557, 4.144, 1.852], [0.126, 0.903, -1.763], [1.750, -1.031, 4.366], [2.690, 1.886, 2.569], [-0.205, -1.619, -5.035], [2.523, -0.935, -2.024], [0.300, -1.278, -7.100], [3.672, -1.728, 1.921], [1.095, 1.970, -4.438], [-2.326, 2.271, -1.273], [-1.873, -0.544, 5.634], [1.764, 2.058, 3.135], [3.385, 1.293, -0.347], [-0.495, -2.659, -5.172], [0.754, -0.955, 4.829], [4.440, 1.082, -0.582], [-2.872, -0.467, 6.016], [4.934, -0.998, 0.869], [4.000, -0.814, 1.436], [-4.870, 1.025, 0.972], [-3.921, 2.339, -0.464], [-0.459, -3.728, -6.593], [-4.091, 0.408, 1.428], [1.235, 1.009, -6.700], [1.730, 3.089, 3.530], [-0.988, 0.551, 7.288], [1.318, 0.372, 6.369], [-4.147, -0.552, -1.022], [-2.688, -1.570, -1.007], [-1.600, -4.817, -5.107], [-0.676, 3.456, 3.525], [3.323, 2.104, 0.390], [-1.950, 2.378, 2.763], [-0.863, 0.007, 6.366], [-2.616, 0.518, 0.389], [-3.063, -0.534, -1.026], [-0.304, -1.568, 4.145], [0.131, -0.801, -1.493], [0.712, 0.981, -4.576], [2.492, -2.374, -0.980], [0.274, -0.867, -6.086], [0.784, 0.432, -5.857], [0.462, -0.136, 5.915], [0.403, -3.669, -7.299], [2.857, 1.604, -1.261], [0.145, 0.221, -3.578], [-0.628, -4.637, -5.591], [-2.388, -1.789, 4.085], [2.947, -1.377, -1.120], [0.202, -5.235, -5.213], [4.147, -0.039, 2.183], [1.673, 1.323, 3.962], [-1.246, -2.979, -6.785], [-0.065, -2.500, 2.701], [-0.334, -1.079, -3.787], [-3.877, 0.749, 2.437], [-2.856, 2.183, -0.326]], "charge": 3, "e_tot_ha": -5257.8921, "s_squared": 2.004, "e_homo_ev": [-15.44, -15.44], "homo_lumo_gap_ev": [4.7, 4.7], "multiplicity": 3, "e_above_lowest_ev": 1.294}



# 2
{"formula": "C47H39N2P2SiV", "method": "the ωB97M-V functional and the def2-TZVPD basis", "species": ["C", "C", "H", "H", "C", "H", "H", "N", "H", "C", "H", "C", "C", "C", "H", "H", "C", "C", "C", "P", "H", "C", "H", "H", "H", "H", "C", "H", "C", "C", "C", "C", "C", "C", "P", "H", "C", "C", "N", "C", "C", "H", "H", "H", "C", "C", "H", "C", "C", "C", "H", "C", "C", "H", "C", "C", "C", "C", "C", "C", "H", "C", "H", "C", "H", "C", "H", "C", "H", "C", "C", "H", "C", "C", "C", "C", "H", "H", "H", "H", "H", "H", "H", "Si", "H", "C", "H", "H", "H", "C", "V", "H"], "xyz": [[3.448, -4.515, 0.514], [2.801, 2.224, 3.407], [-2.872, 2.901, -3.153], [-2.655, 0.007, 2.099], [2.946, 0.390, 1.807], [-3.235, 2.870, 5.545], [0.716, 6.937, 1.065], [-0.362, 1.299, -1.584], [3.467, -0.597, -2.005], [-3.870, -3.027, 0.196], [1.230, 2.482, -4.284], [2.274, 1.492, 2.343], [-0.488, 2.296, 2.874], [2.391, -2.331, 0.557], [-1.892, -3.625, 3.318], [4.395, 2.381, 4.826], [2.358, 4.722, -0.891], [0.611, 1.561, -2.473], [-2.472, 2.708, 4.798], [-0.140, -1.860, 1.555], [-0.207, -3.050, -1.010], [3.988, 1.828, 3.993], [0.384, -4.735, 1.928], [-5.955, 1.439, -0.235], [4.698, -0.840, 2.042], [-1.877, -3.965, 5.736], [-0.324, -2.146, 3.339], [-1.051, 3.411, -4.744], [-0.861, 2.809, -3.868], [-2.251, -3.421, -1.529], [0.648, 4.811, 1.299], [-0.281, -2.578, 6.093], [-1.204, -3.050, 3.923], [0.403, 2.301, -3.615], [0.705, 1.945, 1.539], [5.586, 0.395, 3.957], [-2.639, 1.385, -0.867], [1.949, 3.553, -0.273], [-2.190, 0.775, 0.247], [-1.877, 2.523, -2.979], [1.252, -4.292, 1.452], [-2.003, -3.741, -2.531], [4.296, -5.133, 0.254], [-1.765, 3.448, 1.577], [-1.634, 3.035, 2.571], [-2.614, 3.249, 3.526], [2.316, -6.146, 1.337], [-3.076, 0.460, 1.206], [1.903, 5.946, -0.415], [-0.352, 1.769, 4.154], [0.526, 1.199, 4.418], [2.335, -5.086, 1.124], [-1.532, -2.616, 0.638], [1.346, -1.175, 6.122], [-4.898, 1.270, -0.089], [-1.239, -3.018, -0.669], [-2.864, -2.612, 1.052], [-1.343, 1.967, 5.106], [-3.568, -3.430, -1.097], [1.056, 5.985, 0.681], [3.035, 4.680, -1.732], [3.475, -3.157, 0.240], [-1.223, 1.545, 6.094], [4.658, 0.711, 3.499], [1.317, -0.797, 3.705], [4.151, 0.017, 2.417], [2.335, 2.603, -0.627], [-3.997, 1.614, -1.075], [0.000, 4.870, 2.164], [-1.607, 1.750, -1.856], [1.281, -2.934, 1.150], [-4.341, 2.055, -1.998], [-4.425, 0.702, 1.088], [0.618, -1.693, 5.511], [1.083, 3.582, 0.821], [-1.188, -3.258, 5.296], [-3.487, 3.833, 3.272], [2.281, 3.096, 3.786], [-4.356, -3.753, -1.762], [-4.895, -3.035, 0.539], [-5.088, 0.430, 1.894], [3.758, 0.965, -1.237], [2.218, 6.863, -0.891], [2.301, -0.463, 0.225], [4.619, -0.444, -0.684], [0.595, -1.476, 4.145], [-0.262, -2.748, 7.159], [4.352, -2.736, -0.233], [1.581, 1.153, -2.231], [3.650, -0.104, -1.051], [-0.158, 0.182, 0.137], [-3.128, -2.270, 2.044]], "charge": 1, "e_tot_ha": -3839.9923, "s_squared": 0.784, "e_homo_ev": [-9.82, -8.99], "homo_lumo_gap_ev": [6.7, 5.8], "multiplicity": 2, "e_above_lowest_ev": 0.131}



# 3
{"formula": "C18H20N4", "method": "the ωB97M-V functional and the def2-TZVPD basis", "species": ["C", "C", "C", "C", "H", "C", "C", "H", "H", "C", "C", "N", "C", "H", "H", "H", "H", "C", "C", "C", "H", "H", "H", "C", "C", "C", "N", "C", "N", "H", "H", "C", "H", "H", "H", "H", "H", "C", "H", "H", "N", "H"], "xyz": [[-2.699, 2.654, 3.060], [-0.878, 2.468, 1.845], [-4.127, 7.889, -0.515], [6.425, -3.937, 1.478], [-0.275, 2.743, 0.993], [-2.063, 1.573, 3.676], [-2.183, -3.575, -0.909], [7.983, -6.991, 0.888], [6.941, -2.248, 0.132], [7.067, -3.270, 0.455], [-5.289, 7.248, -0.202], [-2.071, 3.201, 2.031], [-5.715, 6.472, -1.249], [-2.918, -5.374, -3.624], [-2.726, -2.973, -0.196], [-2.317, 4.043, 1.530], [8.443, -3.389, -1.063], [-4.726, 6.556, -2.130], [-0.755, -3.405, -1.197], [-0.815, 1.464, 2.889], [-3.601, 8.747, -0.123], [-5.911, 7.399, 0.667], [-0.100, 0.661, 2.996], [-0.980, -4.693, -3.225], [-2.344, -4.800, -2.911], [7.663, -5.960, 0.889], [-2.981, -4.278, -1.758], [-0.192, -4.091, -2.278], [-3.764, 7.333, -1.719], [-0.480, -5.031, -4.121], [-0.265, -2.554, -0.746], [6.745, -5.298, 1.709], [-3.605, 3.129, 3.406], [-4.541, 6.097, -3.090], [5.774, -3.369, 2.125], [6.377, -5.752, 2.617], [-6.643, 5.931, -1.363], [7.913, -3.981, -0.332], [-2.388, 0.942, 4.490], [-2.974, 7.604, -2.286], [8.209, -5.295, -0.156], [0.788, -3.888, -2.682]], "smiles": "c1cc[nH]c1.c1cc[nH]c1.c1ccncc1.c1ccncc1", "e_tot_ha": -916.7985, "e_homo_ev": -8.12, "homo_lumo_gap_ev": 8.7, "multiplicity": 1, "e_above_lowest_ev": 4.457}